(1)
Below is one molecule with the formula C4H8N2O2 in a non-equilibrium geometry, with properties calculated with ωB97M-V/def2-TZVPD.

XYZ file:
```
16
Properties=species:S:1:pos:R:3:forces:R:3
C -0.576284 0.802147 -0.341544 -3.1 0.2 -0.8
C 0.494350 -0.048628 0.320875 -2.4 -1.3 0.8
C 0.194085 -1.190024 1.314444 -3.4 0.6 0.2
C 0.587380 -1.488020 -0.155066 -0.4 -0.5 0.1
H -0.746623 2.993429 -1.069436 1.7 -3.1 1.9
H 0.538434 2.329917 0.239770 -1.8 0.5 -2.8
H -2.411839 0.695506 -1.135674 -0.2 0.7 -0.1
H 2.022606 0.714516 -0.235212 0.1 0.4 1.9
H -0.848134 -1.238270 1.842279 1.6 -0.1 -1.9
H 0.884560 -1.310779 2.137613 0.8 0.0 -0.6
H 1.587284 -1.961292 -0.145152 -0.6 0.5 -0.6
H -1.183448 -1.389713 -1.003768 2.4 -0.9 -0.6
N -0.134943 2.160039 -0.629809 -0.1 -0.4 1.9
N -1.740032 0.186956 -0.589887 3.2 1.2 0.5
O 1.587992 0.634908 0.672501 3.3 1.4 -2.2
O -0.255387 -1.890692 -1.221936 -1.3 0.8 2.2
```
Forces are in eV/Å.

Output
Maximum force = 4.2 eV Å⁻¹
SMILES = [H]/N=C(\N)[C@@]1(O)C[C@H]1O
HOMO-LUMO gap = 9.778 eV
Energy = -417.1081 a.u.
Lowest unoccupied orbital energy = 0.65 eV
Energy above the lowest of the compared OMol25 structures with the same formula, charge and spin = 92.8 kcal per mole
Multiplicity = 1

***

(2)
Below is one molecule with the formula C4H8N2O2 in a non-equilibrium geometry, with properties calculated with ωB97M-V/def2-TZVPD.

XYZ file:
```
16
Properties=species:S:1:pos:R:3:forces:R:3
C 1.352078 0.041999 0.877791 1.1 1.9 -1.0
C 0.491349 0.576696 -0.077081 0.1 -0.5 1.7
N -0.057105 1.820030 0.096153 0.0 0.0 0.0
N -1.575249 -0.061506 -1.393852 -0.3 -0.1 0.0
C -0.525768 -1.185179 0.689684 -1.4 -0.9 -2.6
C -0.371919 -0.466423 -0.738128 0.7 -0.7 0.9
O 2.210000 -0.992987 0.646847 -0.8 -0.6 0.1
O -0.075686 -2.312247 0.886954 0.1 0.7 0.1
H 1.665646 -1.808850 0.568636 0.2 -0.1 0.2
H 1.731318 0.716358 1.642947 -0.1 0.0 0.1
H 0.459889 2.456989 0.683944 -0.1 0.1 -0.3
H -0.553108 2.212858 -0.693129 0.1 -0.1 0.3
H -2.185548 0.492766 -0.808554 0.0 0.0 0.0
H -1.423403 0.398005 -2.281717 0.0 -0.1 0.0
H -1.362849 -0.752822 1.261046 0.5 0.3 0.5
H 0.220358 -1.135686 -1.361544 -0.1 0.0 -0.1
```
Forces are in eV/Å.

Output
Maximum force = 3.0 eV Å⁻¹
SMILES = N/C(=C/O)[C@H](N)C=O
HOMO-LUMO gap = 8.563 eV
Energy = -417.1264 a.u.
Lowest unoccupied orbital energy = 0.60 eV
Energy above the lowest of the compared OMol25 structures with the same formula, charge and spin = 81.3 kcal per mole
Multiplicity = 1

***

(3)
Below is one molecule with the formula C4H8N2O2 in a non-equilibrium geometry, with properties calculated with ωB97M-V/def2-TZVPD.

XYZ file:
```
16
Properties=species:S:1:pos:R:3:forces:R:3
C -2.850506 0.116192 -0.324803 -3.8 -3.8 2.6
C -1.537288 0.430911 0.040077 6.8 0.9 3.1
C 1.912834 -0.797071 0.175842 1.8 -2.7 2.0
C 3.161330 0.012128 -0.111613 5.1 -1.8 -0.6
H -3.543460 0.930204 -0.112242 -0.1 -0.3 0.7
H -3.253165 -1.067935 0.137123 1.1 3.9 -0.9
H -2.978445 -0.039487 -1.299663 -0.3 -0.7 -4.2
H -1.496232 0.780795 1.102056 -0.1 -0.5 -0.4
H -0.938614 1.276260 -0.415767 -1.3 -0.8 -0.4
H -0.393163 -1.600815 0.719252 -1.0 3.3 -3.0
H 1.955723 -1.934378 0.682703 0.2 2.9 -1.8
H 2.119362 1.962399 -0.104599 4.1 -3.3 0.8
N -0.431899 -0.698898 -0.111415 1.1 -2.2 3.6
N 0.873195 -0.168652 -0.022962 -4.2 1.7 -1.8
O 3.125472 1.434701 0.072522 -3.1 -0.7 -1.5
O 4.274861 -0.636353 -0.426513 -6.2 4.3 1.9
```
Forces are in eV/Å.

Output
Maximum force = 7.8 eV Å⁻¹
SMILES = CCN/N=C/C(=O)O
HOMO-LUMO gap = 9.982 eV
Energy = -417.0202 a.u.
Lowest unoccupied orbital energy = 0.34 eV
Energy above the lowest of the compared OMol25 structures with the same formula, charge and spin = 147.9 kcal per mole
Multiplicity = 1

***

(4)
Below is one molecule with the formula C4H8N2O2 in a non-equilibrium geometry, with properties calculated with ωB97M-V/def2-TZVPD.

XYZ file:
```
16
Properties=species:S:1:pos:R:3:forces:R:3
C -1.372082 -0.946746 0.917945 -1.6 -2.1 -0.5
N -0.549744 -1.393459 -0.179114 2.8 0.1 2.1
C 0.804219 -0.377640 -2.057903 1.8 -1.3 0.5
C -0.023369 -0.087274 -0.811604 -0.1 -1.2 -0.2
C 0.796959 0.746602 0.252485 -0.1 -3.1 6.2
N 1.369303 1.981363 0.124532 -0.6 0.5 -0.8
O 0.908058 0.106020 1.421334 0.0 3.2 -5.1
O -2.257647 -0.163948 0.638433 0.8 0.0 1.2
H -1.396183 -1.576710 1.927113 0.5 1.3 -1.9
H 0.263997 -2.127856 0.177593 -2.4 3.0 -1.2
H 1.146970 -1.427121 -2.241448 -0.4 0.4 1.0
H 1.774192 0.155520 -2.000143 -0.8 0.2 -0.7
H 0.194553 -0.249689 -2.910641 -0.2 1.0 -1.2
H -0.953401 0.399593 -1.181679 0.8 0.1 0.9
H 1.028541 2.636997 -0.574614 0.0 -0.7 -0.2
H 1.766767 2.527711 0.902221 -0.4 -1.4 -0.1
```
Forces are in eV/Å.

Output
Maximum force = 7.0 eV Å⁻¹
SMILES = C[C@@H](NC=O)C(N)=O
HOMO-LUMO gap = 10.375 eV
Energy = -417.1617 a.u.
Lowest unoccupied orbital energy = 0.68 eV
Energy above the lowest of the compared OMol25 structures with the same formula, charge and spin = 59.1 kcal per mole
Multiplicity = 1

***

(5)
Below is C4H8N2O2 as an isolated structure in a non-equilibrium geometry, with properties calculated with ωB97M-V/def2-TZVPD.

XYZ file:
```
16
Properties=species:S:1:pos:R:3:forces:R:3
C -0.190361 -0.899833 1.291187 2.3 0.8 3.6
C -1.104723 0.241928 0.711709 -4.9 -6.7 1.2
C -0.878606 0.214959 -1.700978 -1.8 -0.5 3.1
C 1.668776 -0.307717 -0.037004 0.4 0.3 1.4
H 0.432830 -0.183906 2.256900 -1.8 -2.4 -2.1
H -0.738084 -1.915074 1.760544 1.4 3.2 -1.5
H -2.075862 -0.166643 1.420537 1.8 1.7 -1.9
H -1.038809 1.269846 0.858364 0.8 1.4 0.5
H -1.440227 0.051751 -2.603487 0.8 0.0 -1.0
H 0.316322 2.178161 -1.790339 0.1 -5.1 0.2
H 2.238750 -0.524219 -1.178232 -1.7 0.4 3.9
H 2.241612 0.037610 0.914213 0.4 -0.9 -1.8
N -1.511657 -0.169136 -0.659875 -0.4 0.9 -0.1
N 0.390414 0.759194 -1.650276 1.2 6.6 1.7
O 0.817824 0.820392 -0.072870 1.7 -0.4 -6.0
O 0.871800 -1.407313 0.479608 -0.3 0.8 -1.3
```
Forces are in eV/Å.

Output
Maximum force = 8.4 eV Å⁻¹
HOMO-LUMO gap = 8.781 eV
Energy = -416.8905 a.u.
Lowest unoccupied orbital energy = -0.11 eV
Energy above the lowest of the compared OMol25 structures with the same formula, charge and spin = 229.3 kcal per mole
Multiplicity = 1

***

(6)
Below is one molecule with the formula C4H8N2O2 in a non-equilibrium geometry, with properties calculated with ωB97M-V/def2-TZVPD.

XYZ file:
```
16
Properties=species:S:1:pos:R:3:forces:R:3
C 0.685669 1.049651 -0.040291 -0.4 0.0 0.2
C -0.224353 1.802767 -0.977943 -0.2 1.2 0.2
C -0.063301 -2.615691 0.568554 0.1 -0.1 -0.1
N 0.200115 -1.199720 0.641564 0.0 0.0 0.4
C 0.546305 -0.452958 -0.412764 0.3 0.2 0.3
N -1.196470 2.390664 -0.395987 0.5 -0.7 -0.4
O 0.262855 1.341310 1.251021 -2.0 1.6 -0.5
O 0.755887 -0.859137 -1.541191 -0.1 0.1 -0.2
H 1.730739 1.332074 -0.245895 -0.2 0.0 0.1
H 0.176417 -0.709204 1.528676 -0.2 0.0 -0.2
H 0.080692 1.946630 -2.013512 -0.5 -0.4 -0.1
H -1.868399 2.884637 -0.969641 0.2 0.2 -0.1
H -0.700056 2.028122 0.989179 2.5 -2.0 0.4
H -1.095823 -2.835255 0.850119 0.1 0.0 0.0
H 0.608397 -3.168151 1.228183 0.0 0.0 -0.1
H 0.101326 -2.935740 -0.460072 0.0 0.0 0.1
```
Forces are in eV/Å.

Output
Maximum force = 3.3 eV Å⁻¹
SMILES = [H]/N=C/[C@@H](O)C(=O)NC
HOMO-LUMO gap = 10.172 eV
Energy = -417.1858 a.u.
Lowest unoccupied orbital energy = 0.85 eV
Energy above the lowest of the compared OMol25 structures with the same formula, charge and spin = 44.0 kcal per mole
Multiplicity = 1

***

(7)
Below is one molecule with the formula C4H8N2O2 in a non-equilibrium geometry, with properties calculated with ωB97M-V/def2-TZVPD.

XYZ file:
```
16
Properties=species:S:1:pos:R:3:forces:R:3
C 2.098480 0.422952 -0.582733 -3.8 3.2 -3.6
C 1.503408 -0.830012 -0.091159 -1.5 2.5 1.9
C 0.229036 -0.676503 0.942299 -2.2 -4.4 -4.3
C -2.875134 0.010876 -0.701635 5.7 3.4 9.3
H 0.918665 1.651740 0.035505 -4.1 0.5 0.4
H 1.486565 0.798835 -1.535468 1.2 -2.6 0.5
H 3.061048 0.185853 -0.933378 1.5 0.5 0.2
H -0.051694 -1.631189 1.520562 0.0 0.0 -2.1
H 0.501735 -0.333046 1.798770 2.7 3.9 4.9
H -1.556049 0.481426 1.287597 1.2 -0.8 -1.4
H -3.412701 -0.297062 -1.376222 -5.9 -2.9 -7.0
H -3.178079 0.658157 0.197458 -0.4 -0.4 -1.8
N -0.950178 0.100991 0.490186 -0.3 -0.3 0.0
N -1.716028 -0.476246 -0.569389 1.5 0.7 0.8
O 1.817228 1.685944 -0.002420 4.7 0.1 2.0
O 2.123695 -1.752709 -0.479971 -0.4 -3.3 0.2
```
Forces are in eV/Å.

Output
Maximum force = 11.4 eV Å⁻¹
SMILES = C=NNCC(=O)CO
HOMO-LUMO gap = 9.958 eV
Energy = -417.0139 a.u.
Lowest unoccupied orbital energy = 0.71 eV
Energy above the lowest of the compared OMol25 structures with the same formula, charge and spin = 151.9 kcal per mole
Multiplicity = 1

***

(8)
Below is one molecule with the formula C4H8N2O2 in a non-equilibrium geometry, with properties calculated with ωB97M-V/def2-TZVPD.

XYZ file:
```
16
Properties=species:S:1:pos:R:3:forces:R:3
C 0.461634 -0.502042 -0.819945 0.1 0.4 0.7
C -0.545458 0.511837 -0.283135 1.0 0.1 1.2
N -1.472284 1.020762 -1.190865 -0.8 0.2 -1.1
N 0.312164 0.519782 2.007226 1.3 -0.6 0.7
C 0.051579 -1.897551 -0.361387 1.5 -1.5 0.0
C -0.544598 0.904544 1.005552 -0.5 0.4 -0.9
O 1.787149 -0.190589 -0.391570 -0.2 -0.7 -0.1
O 0.868507 -2.719760 0.056334 -1.4 1.7 -0.5
H 2.238356 -1.055449 -0.314251 -0.1 0.3 0.1
H 0.463103 -0.503219 -1.915343 -0.4 0.0 -0.1
H -1.062262 1.208491 -2.105149 -0.2 0.1 0.4
H -1.952963 1.848643 -0.840994 0.2 -0.4 -0.2
H 1.188963 0.146993 1.630984 -0.4 0.2 0.3
H 0.499564 1.262583 2.677387 -0.1 -0.4 -0.3
H -1.006190 -2.170101 -0.518892 0.1 0.1 0.2
H -1.287264 1.615076 1.364047 -0.1 0.0 -0.4
```
Forces are in eV/Å.

Output
Maximum force = 2.2 eV Å⁻¹
SMILES = N/C=C(/N)[C@@H](O)C=O
HOMO-LUMO gap = 8.073 eV
Energy = -417.1698 a.u.
Lowest unoccupied orbital energy = 0.81 eV
Energy above the lowest of the compared OMol25 structures with the same formula, charge and spin = 54.1 kcal per mole
Multiplicity = 1

***

(9)
Below is a 2-piece molecular cluster, C4H8N2O2 overall in a non-equilibrium geometry, with properties calculated with ωB97M-V/def2-TZVPD.

XYZ file:
```
16
Properties=species:S:1:pos:R:3:forces:R:3
C -1.655768 0.142879 1.732381 -0.3 0.3 0.0
N 1.327981 -1.761224 -1.016938 0.0 -2.1 -0.1
C -0.309234 1.012780 -0.007082 0.0 0.5 0.5
C 0.805720 0.688473 -0.913340 1.2 -1.6 0.4
N 0.647972 -2.457309 -0.256883 -0.4 0.6 0.1
C 1.327259 1.575980 -1.746176 0.1 0.2 0.3
O -0.669219 -0.074731 0.724384 0.1 -0.1 0.0
O -0.820662 2.094250 0.147877 0.0 -0.2 -0.1
H 1.370746 -0.394386 -0.733388 -1.1 2.9 -0.4
H 0.801919 -2.495380 0.767140 0.1 0.0 -0.3
H -0.264361 -2.850871 -0.546071 0.4 -0.1 0.0
H -2.061784 -0.828630 2.009032 0.2 0.0 0.0
H -1.215411 0.628241 2.606228 0.0 0.0 -0.1
H -2.461927 0.774635 1.354133 0.1 0.0 0.0
H 2.151848 1.328750 -2.398710 0.1 -0.1 0.0
H 1.024921 2.616544 -1.722587 -0.4 0.0 -0.2
```
Forces are in eV/Å.

Output
Maximum force = 3.1 eV Å⁻¹
HOMO-LUMO gap = 9.198 eV
Energy = -417.0610 a.u.
Lowest unoccupied orbital energy = 0.54 eV
Energy above the lowest of the compared OMol25 structures with the same formula, charge and spin = 122.4 kcal per mole
Multiplicity = 1

***

(10)
Below is C4H8N2O2 as an isolated structure in a non-equilibrium geometry, with properties calculated with ωB97M-V/def2-TZVPD.

XYZ file:
```
16
Properties=species:S:1:pos:R:3:forces:R:3
C 0.023400 1.242489 0.639807 0.9 -1.0 -0.4
C -0.532940 -1.255801 -1.216626 -0.2 -0.1 0.0
N -0.495434 -1.009600 0.234197 -0.2 0.4 -0.3
C -1.032645 0.262329 0.838513 0.1 -1.2 1.2
N 0.381591 1.666674 -0.687119 -0.1 0.0 0.3
C 1.117170 -0.351792 0.767791 0.3 2.2 0.4
O -1.807943 0.154616 1.765924 0.4 0.2 -1.0
O 2.094696 -0.342780 0.038997 -1.3 -0.5 0.1
H -0.864004 -1.792401 0.769834 0.1 0.0 -0.1
H 0.025494 1.997966 1.423436 0.1 0.0 0.0
H 1.360394 1.427845 -0.872342 -0.2 0.1 0.1
H 0.222610 2.659724 -0.799285 0.2 -0.1 -0.1
H 1.116563 -0.699124 1.808152 -0.2 -0.1 -0.1
H -0.505017 -0.317753 -1.764033 0.0 0.0 0.2
H 0.342537 -1.841015 -1.494915 0.0 0.0 0.0
H -1.446471 -1.801375 -1.452333 0.1 0.0 -0.1
```
Forces are in eV/Å.

Output
Maximum force = 2.3 eV Å⁻¹
HOMO-LUMO gap = 9.250 eV
Energy = -417.1245 a.u.
Lowest unoccupied orbital energy = 0.55 eV
Energy above the lowest of the compared OMol25 structures with the same formula, charge and spin = 82.5 kcal per mole
Multiplicity = 1

***

no.,E_HOMO (eV)
1,-9.1
2,-8.0
3,-9.6
4,-9.7
5,-8.9
6,-9.3
7,-9.2
8,-7.3
9,-8.7
10,-8.7